No. 1
Formula: C53H49I2N6P2S2TeTi
Source: the OMol25 dataset
Level of theory: ωB97M-V/def2-TZVPD

```
! wB97M-V def2-TZVPD RIJCOSX def2/J DEFGRID3
* xyz -1 3
Ti -1.70357 -1.10101 0.61584
C 0.31053 -2.95781 5.78834
S -0.29607 -4.22811 4.64004
C -1.19097 -3.20411 3.45624
S -2.44837 -2.22991 3.97314
N -0.80367 -3.49241 2.25774
N -1.22117 -2.92231 1.13424
C -1.14897 -3.73161 0.06914
C -1.67997 -3.30631 -1.14806
C -1.78787 -4.14951 -2.28336
C -2.54107 -3.75611 -3.35276
C -3.23007 -2.53141 -3.27806
C -3.02937 -1.72821 -2.17876
N -2.21757 -2.04081 -1.16246
H 0.61143 -3.47221 6.69494
H 1.16933 -2.45771 5.34464
H -0.49817 -2.26011 5.98714
H -0.80527 -4.75251 0.21094
H -1.26387 -5.09191 -2.25696
H -2.62617 -4.37721 -4.23156
H -3.90617 -2.21631 -4.05576
H -3.57767 -0.79431 -2.09076
C 1.98983 -4.69011 1.65964
C 2.26743 -3.29031 1.11454
C 2.97613 -2.43361 2.12514
C 4.26163 -2.80681 2.48304
C 4.99433 -2.07851 3.39804
C 4.45153 -0.91301 3.89884
C 3.17373 -0.48641 3.55774
C 2.80053 0.89189 4.06334
C 2.58983 0.98429 5.57664
C 2.38583 -1.29291 2.70024
N 1.08403 -0.93681 2.34084
C 0.33933 -0.44201 3.26964
C -0.91347 0.20939 3.13734
C -1.50847 0.95099 4.16564
C -2.72157 1.42599 3.67734
C -2.83137 0.93839 2.38664
N -1.74257 0.21669 2.03264
H 1.51453 -5.30901 0.90144
H 1.33053 -4.63451 2.52024
H 2.91223 -5.18001 1.96384
H 1.33343 -2.81021 0.81764
H 2.89733 -3.37571 0.22144
H 4.69573 -3.68591 2.02884
H 5.98063 -2.40051 3.70284
H 5.03953 -0.29951 4.56964
H 1.91153 1.27359 3.56174
H 3.62993 1.55919 3.80374
H 1.78363 0.33349 5.90854
H 2.33953 2.01029 5.84324
H 3.49043 0.69679 6.11394
H 0.67323 -0.46421 4.31284
H -1.09767 1.10229 5.14754
H -3.44397 2.02519 4.20084
H -3.67107 1.06949 1.72084
Te -1.23147 -0.03631 -3.85496
C -0.24927 1.46829 -5.03406
C -0.98887 2.35559 -5.80476
C -0.32287 3.29449 -6.57176
N 0.99553 3.39159 -6.62916
C 1.70053 2.52999 -5.91516
C 1.13323 1.55299 -5.11686
C -0.62567 0.85249 -1.95286
P 0.32873 -0.21891 -0.80896
C 1.51123 -1.31111 -1.71486
C 2.87943 -1.24341 -1.43396
C 3.79293 -1.97501 -2.16976
C 3.36703 -2.81931 -3.18346
C 2.01013 -2.96481 -3.40856
C 1.09233 -2.24101 -2.66446
C 1.56493 1.10089 -0.45616
C 2.19743 1.63739 -1.57736
C 3.07393 2.69389 -1.46116
C 3.33093 3.23409 -0.20786
C 2.68433 2.72889 0.90624
C 1.78763 1.67879 0.78074
P -2.15057 1.07369 -0.97806
C -3.27547 1.89579 -2.18216
C -2.73887 2.93199 -2.94476
C -3.53607 3.62939 -3.82996
C -4.87687 3.29729 -3.96576
C -5.41557 2.27849 -3.20066
C -4.62147 1.58159 -2.30126
C -1.91967 2.67689 -0.07866
C -0.71347 3.34989 0.03064
C -0.60797 4.48679 0.81474
C -1.71057 4.97059 1.49494
C -2.94197 4.35999 1.31194
C -3.04877 3.22959 0.52704
H -2.06737 2.30499 -5.80826
H -0.86667 4.00729 -7.17926
H 2.77603 2.62109 -6.00586
H 1.75443 0.84069 -4.59306
H 3.23493 -0.60701 -0.63536
H 4.84763 -1.87791 -1.95466
H 4.08083 -3.37471 -3.77566
H 1.66053 -3.63701 -4.17806
H 0.03963 -2.40711 -2.84326
H 1.96733 1.22629 -2.54796
H 3.53793 3.10199 -2.34956
H 4.01303 4.06639 -0.10586
H 2.86013 3.16819 1.87804
H 1.22963 1.32849 1.63354
H -1.69157 3.18109 -2.83136
H -3.11297 4.43299 -4.41626
H -5.50157 3.82929 -4.67056
H -6.46007 2.02409 -3.29846
H -5.06327 0.80219 -1.69126
H 0.14363 2.99669 -0.51716
H 0.34643 4.98799 0.89504
H -1.62097 5.81779 2.16114
H -3.82217 4.76419 1.78964
H -4.02107 2.78009 0.35984
I -4.37047 -1.77971 1.15174
I -7.40037 -1.42571 0.05334
*
```

For the energy relative to the best compared isomer or geometry (same formula, charge and spin), the calculation gives 77.7 kcal per mole. The value obtained for the HOMO energy (alpha / beta) is -4.86 / -4.85 eV. Its LUMO energy (alpha / beta) is 0.89 / 0.24 eV.

---

No. 2
Formula: C53H50AsCuO3PSi
Source: the OMol25 dataset
Level of theory: ωB97M-V/def2-TZVPD

```
! wB97M-V def2-TZVPD RIJCOSX def2/J DEFGRID3
* xyz -1 1
Cu 0.03192 -0.28565 0.15073
O -1.48510 -0.01507 -1.46900
C -0.91321 0.38446 -2.72617
C 0.64450 0.60143 -2.56627
O 1.26298 0.99411 -3.54496
O 1.09436 0.29459 -1.41945
C -1.63998 1.62610 -3.19877
C -3.00278 1.50975 -3.47639
C -3.73274 2.60760 -3.89631
C -3.11054 3.84242 -4.02549
C -1.76628 3.97111 -3.71359
C -1.03015 2.87104 -3.29239
C -0.99352 -0.78340 -3.68450
C -1.19998 -0.59424 -5.04679
C -1.14335 -1.67150 -5.91848
C -0.87162 -2.94445 -5.44125
C -0.65611 -3.13614 -4.08448
C -0.71272 -2.06299 -3.21094
H -1.75958 0.78776 -1.00498
H -3.47536 0.54094 -3.36543
H -4.78487 2.50189 -4.12940
H -3.67445 4.70368 -4.36157
H -1.28415 4.93664 -3.80201
H 0.02030 2.97653 -3.05568
H -1.39058 0.39771 -5.43202
H -1.29914 -1.51174 -6.97818
H -0.81739 -3.78344 -6.12384
H -0.42566 -4.12588 -3.71011
H -0.52049 -2.20688 -2.15428
C -1.53344 1.88779 5.72196
C -2.24961 1.78058 4.53688
C -1.85064 0.87121 3.57016
C -0.73549 0.04701 3.74909
C -0.04146 0.16347 4.95374
C -0.43417 1.06838 5.93147
Si -0.19045 -1.06075 2.26953
C 1.41897 -1.88858 2.93500
C 2.52459 -1.09248 3.25071
C 3.73599 -1.64321 3.64168
C 3.87701 -3.02216 3.70833
C 2.80744 -3.83615 3.36481
C 1.59719 -3.27268 2.98316
C -1.40447 -2.54993 2.45575
C -1.53420 -3.42985 1.37703
C -2.31868 -4.57075 1.45461
C -3.01354 -4.85082 2.62494
C -2.93099 -3.97201 3.69461
C -2.13333 -2.83695 3.60771
H -1.83451 2.60285 6.47810
H -3.11137 2.41747 4.37206
H -2.41110 0.78727 2.64210
H 0.82188 -0.46707 5.12748
H 0.11847 1.13902 6.86149
H 2.42879 -0.01343 3.19824
H 4.57248 -1.00092 3.89400
H 4.81215 -3.46215 4.03424
H 2.92120 -4.91407 3.38521
H 0.76886 -3.92313 2.72821
H -0.98822 -3.21499 0.46133
H -2.38351 -5.25120 0.61268
H -3.61548 -5.74876 2.69987
H -3.48434 -4.18152 4.60323
H -2.06874 -2.16340 4.45543
C 6.88414 0.94677 2.94306
C 6.85190 -0.10485 2.04139
C 5.75251 -0.29318 1.21480
C 4.66552 0.57627 1.26712
C 4.69618 1.61082 2.20721
C 5.79460 1.80480 3.02662
P 3.07960 0.36639 0.33317
C 3.15486 1.96664 -0.58793
C 3.84622 2.23461 -1.76281
C 3.74038 3.47098 -2.38145
C 2.94785 4.46751 -1.83439
C 2.23780 4.20814 -0.67086
C 2.33638 2.96731 -0.06165
C 3.54355 -1.02486 -0.77747
C 2.74839 -2.15764 -0.59353
C 2.92370 -3.29344 -1.36669
C 3.90552 -3.31720 -2.34611
C 4.72974 -2.21471 -2.51038
C 4.56374 -1.08417 -1.72246
H 7.74651 1.09273 3.58186
H 7.69023 -0.78903 1.98269
H 5.74057 -1.12903 0.52981
H 3.83920 2.27148 2.28344
H 5.80023 2.61812 3.74253
H 4.45178 1.47412 -2.22736
H 4.27476 3.64745 -3.30680
H 2.87153 5.43451 -2.31639
H 1.59946 4.97407 -0.24657
H 1.75085 2.75448 0.82729
H 1.97723 -2.13330 0.16902
H 2.29321 -4.15904 -1.20182
H 4.03694 -4.19345 -2.96886
H 5.51666 -2.23453 -3.25491
H 5.25474 -0.26201 -1.84434
C -5.06434 -1.67839 1.54539
As -3.63797 -0.99914 0.36809
C -4.57264 0.71031 -0.04093
C -4.24328 -2.02877 -1.19810
H -6.05139 -1.54852 1.09638
H -5.04293 -1.15750 2.50317
H -4.90053 -2.73871 1.73930
H -5.31036 0.58335 -0.83429
H -3.88019 1.49815 -0.34181
H -5.08522 1.04591 0.86154
H -5.27754 -1.79195 -1.45369
H -4.18134 -3.08933 -0.94908
H -3.60188 -1.84480 -2.05981
*
```

The value obtained for the HOMO energy is -4.53 eV. Its LUMO energy is 2.55 eV.

---

No. 3
Formula: C53H50BaCl4N5OPS
Source: the OMol25 dataset
Level of theory: ωB97M-V/def2-TZVPD

```
! wB97M-V def2-TZVPD RIJCOSX def2/J DEFGRID3
* xyz 0 1
Ba 0.47136 -0.64237 0.46761
S -1.67076 -2.12788 1.79383
C -2.03610 -2.62708 0.15752
C -3.08566 -3.53069 -0.09398
C -3.34957 -3.92888 -1.38232
C -2.57303 -3.43461 -2.43140
C -1.57248 -2.54512 -2.11667
N -1.30617 -2.14101 -0.86794
H -3.67394 -3.88361 0.74134
H -4.16272 -4.61679 -1.58007
H -2.75013 -3.72271 -3.45793
H -0.94886 -2.11587 -2.89561
C 0.71136 -0.54561 4.42427
C 1.79522 0.47045 4.18880
C 1.89576 1.60743 4.98131
C 2.87530 2.55758 4.74473
C 3.77783 2.37615 3.70986
C 3.71973 1.25138 2.89375
C 4.67766 1.07860 1.74880
C 2.72309 0.30858 3.15714
N 2.56623 -0.80938 2.28269
C 3.26240 -1.86319 2.40236
C 4.28844 -2.08865 3.47276
C 3.02073 -2.98567 1.40105
C 3.92091 -4.18312 1.46743
N 2.09515 -2.81980 0.54838
C 1.73013 -3.83484 -0.39362
C 2.07021 -3.66844 -1.73567
C 2.90155 -2.50714 -2.20521
C 1.59015 -4.59258 -2.65871
C 0.77835 -5.63868 -2.26207
C 0.45535 -5.78734 -0.92243
C 0.92857 -4.90117 0.03659
C 0.56688 -5.08020 1.48441
H 0.22205 -0.36515 5.38030
H 1.09377 -1.56773 4.42713
H -0.06349 -0.49508 3.65335
H 1.18777 1.74472 5.78861
H 2.93374 3.44196 5.36571
H 4.54530 3.11808 3.52322
H 5.43958 1.85645 1.77467
H 4.16020 1.14303 0.78960
H 5.18633 0.11232 1.78122
H 4.34526 -1.23079 4.13800
H 5.27285 -2.26441 3.03545
H 4.03357 -2.97442 4.05719
H 3.87540 -4.65502 2.44961
H 4.95625 -3.87474 1.30731
H 3.64870 -4.91301 0.70933
H 2.26157 -1.68987 -2.54977
H 3.52861 -2.80434 -3.04646
H 3.54396 -2.10684 -1.42348
H 1.85550 -4.47502 -3.70298
H 0.39730 -6.33946 -2.99325
H -0.18034 -6.60509 -0.60582
H -0.05982 -5.96215 1.60708
H 0.01509 -4.21602 1.86341
H 1.45293 -5.21738 2.10959
O 3.35267 0.55698 -1.37203
N 2.08580 0.92591 -1.82169
C 1.98278 1.13818 -3.06875
C 0.74311 1.55723 -3.72476
C 0.74083 1.46784 -5.11771
C -0.37902 1.81554 -5.85302
C -1.50366 2.27380 -5.18505
C -1.49748 2.39302 -3.80108
C -0.38495 2.04729 -3.03565
P -0.55354 2.21210 -1.17831
C -2.08768 3.02065 -0.91700
C -2.27715 4.39931 -1.10456
C -3.46896 5.03486 -0.82812
C -4.46367 4.27450 -0.12285
C -4.36799 2.93787 0.01178
C -3.35071 2.17106 -0.79421
C 0.77288 3.45147 -0.87726
C 1.45083 3.41945 0.34144
C 2.47200 4.31540 0.62116
C 2.84172 5.26267 -0.32397
C 2.17869 5.30663 -1.54239
C 1.15348 4.40993 -1.81402
H 3.97188 0.59062 -2.12092
H 2.85823 1.00405 -3.71544
H 1.63266 1.11896 -5.62776
H -0.36893 1.73802 -6.93222
H -2.38754 2.55942 -5.74159
H -2.36117 2.79647 -3.28743
H -1.43433 5.00600 -1.42438
H -3.56936 6.10566 -0.94784
H -5.26724 4.80117 0.38444
H -5.08774 2.39003 0.61159
H -3.77506 1.99989 -1.81071
H 1.17401 2.68709 1.09267
H 2.97625 4.27014 1.57900
H 3.63719 5.96572 -0.11043
H 2.45381 6.04783 -2.28281
H 0.64166 4.45968 -2.76807
Cl -3.52089 3.17560 3.96094
C -1.95181 3.68660 3.34995
Cl -2.12068 4.95027 2.14132
Cl -0.92161 4.22522 4.70548
C -1.28746 2.55037 2.70444
N -0.79460 1.66576 2.17118
Cl -4.78673 0.16559 2.34818
C -5.08841 -0.50473 0.76808
C -6.15976 -1.37884 0.64264
C -6.46838 -1.91679 -0.59493
C -5.70223 -1.57415 -1.70096
C -4.63361 -0.70842 -1.55205
C -4.29269 -0.15117 -0.31783
C -3.09781 0.75672 -0.23975
H -6.74546 -1.62348 1.51837
H -7.30649 -2.59494 -0.69247
H -5.93290 -1.98681 -2.67509
H -4.02087 -0.45398 -2.41036
H -2.31650 0.27930 -0.84155
H -2.73037 0.81766 0.78435
*
```

For the energy relative to the best compared isomer or geometry (same formula, charge and spin), the calculation gives 3.3 kcal per mole. The value obtained for the HOMO energy is -4.87 eV. Its LUMO energy is -0.87 eV.

---

No. 4
Formula: C53H51ClI3N2O18PS
Source: the OMol25 dataset
Level of theory: ωB97M-V/def2-TZVPD

```
! wB97M-V def2-TZVPD RIJCOSX def2/J DEFGRID3
* xyz 0 1
C -0.17805 3.41562 -0.77594
C -0.09049 2.47196 -1.71343
C 0.78135 1.22847 -1.56719
C 2.21337 1.71555 -1.20499
O 2.60285 1.38890 0.11386
O 3.40238 2.50990 0.53821
C 0.69254 0.36001 -2.86026
C 1.46635 1.01070 -4.04929
C 1.52185 2.51737 -4.29557
C 1.44509 -1.02315 -2.70026
C 2.78850 -1.16641 -1.98861
O 2.99470 -1.73172 -0.99855
Cl 4.25852 -0.64991 -2.94699
C -0.86960 0.13841 -3.25261
I -0.88272 -1.77168 -4.52268
P -1.49046 1.11305 -4.71729
N -2.95281 0.80730 -5.20315
C -1.89078 -0.19155 -2.02755
N -2.67149 -1.36964 -2.31557
C -4.07352 -1.33000 -2.68789
C -4.79434 -2.55837 -2.12752
C -6.30690 -2.40071 -2.12890
C -2.83675 0.79294 -1.23443
I -3.51456 -0.23729 0.55411
C -3.42845 1.98195 -1.33495
C -4.35331 2.60234 -0.31246
I -3.26566 3.24479 -2.99713
O -0.98672 -0.70582 -0.99222
S 0.02425 0.25890 -0.20279
O 0.95826 -0.64840 0.37380
O -0.64101 1.13652 0.70654
H -1.08402 3.99169 -0.62979
H 0.63356 3.60128 -0.07799
H -0.54206 2.62795 -2.68079
H 2.27516 2.79564 -1.30744
H 2.95027 1.32258 -1.90779
H 3.44835 2.33278 1.49814
H 1.24834 0.43333 -4.94729
H 2.50775 0.75456 -3.86319
H 2.15354 3.03325 -3.57290
H 0.58080 3.05525 -4.35198
H 2.01104 2.67128 -5.26066
H 1.70104 -1.35627 -3.70401
H 0.83784 -1.77210 -2.20072
H -0.64197 0.86718 -5.80023
H -1.36597 2.49324 -4.50865
H -3.43250 0.12476 -4.63134
H -2.48847 -2.06790 -1.61070
H -4.16344 -1.43288 -3.77797
H -4.65416 -0.44458 -2.41910
H -4.47614 -2.72097 -1.09463
H -4.52697 -3.45247 -2.69738
H -6.69214 -2.34974 -3.15005
H -6.62384 -1.49454 -1.60957
H -6.79768 -3.25334 -1.66455
H -5.24572 1.99220 -0.17284
H -3.83589 2.73325 0.63877
H -4.68140 3.58208 -0.64667
C -4.06253 -7.42065 1.35451
C -5.16953 -6.77419 1.00133
C -5.17987 -5.29945 0.82861
O -6.19139 -4.71291 0.50448
C -3.90587 -4.57340 1.06476
C -2.79717 -5.21863 1.41734
C -2.78699 -6.69448 1.58983
O -1.77901 -7.28534 1.90713
H -4.03143 -8.49474 1.48617
H -6.10825 -7.28334 0.82337
H -3.92998 -3.49926 0.92891
H -1.85793 -4.70869 1.59297
C 4.40088 2.88287 6.52681
C 3.68913 2.40449 5.51086
C 4.29025 2.25767 4.16439
O 3.62787 1.83669 3.23358
C 5.70416 2.64976 3.98395
C 6.41642 3.12952 4.99782
C 5.82089 3.28255 6.34813
O 6.46630 3.72049 7.27523
H 3.98951 3.00646 7.52038
H 2.65257 2.10829 5.60895
H 6.11242 2.53246 2.98803
H 7.44913 3.43284 4.89329
C -8.68451 -7.50958 -4.06971
C -8.76402 -6.19296 -4.24041
C -8.76118 -5.26558 -3.08007
O -8.83115 -4.06561 -3.22894
C -8.66206 -5.86265 -1.72248
C -8.58288 -7.17941 -1.55462
C -8.58697 -8.10762 -2.71281
O -8.51110 -9.30738 -2.55889
H -8.68570 -8.20615 -4.89842
H -8.83443 -5.73457 -5.21867
H -8.65462 -5.16815 -0.89202
H -8.51143 -7.63773 -0.57625
C -0.00293 -7.62836 -7.09020
C -0.19123 -6.31400 -7.16492
C -0.23025 -5.47616 -5.94250
O -0.40442 -4.27648 -6.00897
C -0.05037 -6.15125 -4.63409
C 0.13830 -7.46545 -4.55801
C 0.17761 -8.30942 -5.78113
O 0.35046 -9.50547 -5.71432
H 0.02884 -8.26314 -7.96639
H -0.32454 -5.79516 -8.10551
H -0.08211 -5.51398 -3.75891
H 0.27199 -7.98200 -3.61611
C 8.32145 8.30786 9.59015
C 9.01566 8.08806 10.70263
C 9.35685 6.70893 11.13795
O 9.98820 6.51126 12.15356
C 8.89449 5.58816 10.28249
C 8.19966 5.80435 9.16818
C 7.85888 7.18413 8.73412
O 7.22753 7.39130 7.72021
H 8.06037 9.30322 9.25350
H 9.36358 8.88999 11.34132
H 9.15556 4.59316 10.61996
H 7.85397 4.99937 8.53201
C 3.93740 5.85683 2.89259
C 2.91684 6.55969 2.41119
C 3.00249 8.03560 2.25927
O 2.07245 8.67651 1.82236
C 4.27175 8.69272 2.66381
C 5.29228 7.98825 3.14457
C 5.20701 6.51396 3.29697
O 6.14063 5.87437 3.73257
H 3.89285 4.78154 3.00742
H 1.98455 6.09977 2.10872
H 4.31114 9.76779 2.54379
H 6.22585 8.44489 3.44713
*
```

The value obtained for the HOMO energy is -8.14 eV. Its LUMO energy is -1.87 eV.

---

Number 1: total energy -5569.5775 Eh. Number 2: total energy -6782.5721 Eh. Number 3: total energy -5004.4528 Eh. Number 4: total energy -5606.3108 Eh.